[1]
DFT (ωB97M-V/def2-TZVPD) results for a structure of composition C55H57AsBBrFeN8O2P.

Structure (XYZ):
```
127
Properties=species:S:1:pos:R:3:forces:R:3
Fe -0.84403 0.66279 -0.43452 -0.418 -0.109 -0.200
C -0.57577 3.82784 1.59286 0.050 0.018 -0.038
C -1.90592 3.29663 1.19026 0.015 0.034 -0.100
C -3.16246 3.78704 1.53947 -0.025 -0.085 -0.067
C -4.06700 3.00313 0.84776 -0.013 -0.015 -0.062
C -5.55386 3.09066 0.82393 -0.036 0.038 0.045
N -3.37299 2.10046 0.13096 0.062 0.030 -0.079
N -2.03531 2.27003 0.34916 0.093 -0.103 0.159
B -3.92422 1.06471 -0.87834 -0.052 -0.035 0.060
N -3.73650 -0.34716 -0.30954 0.009 -0.007 -0.051
N -2.48891 -0.74975 0.03384 0.062 -0.141 0.154
C -2.59643 -2.02717 0.42071 0.012 0.098 -0.088
C -1.43307 -2.83060 0.87385 0.118 -0.056 0.016
C -3.92313 -2.44602 0.31688 -0.031 0.069 -0.081
C -4.61884 -1.34985 -0.15521 -0.020 0.094 0.043
C -6.07424 -1.20536 -0.44364 -0.038 -0.031 0.009
N -3.17632 1.18928 -2.22771 0.102 -0.015 0.017
N -1.83366 1.43471 -2.27203 -0.060 0.070 -0.044
C -1.54379 1.73929 -3.53598 0.020 0.023 0.059
C -0.21599 2.25674 -3.96398 0.104 -0.055 -0.076
C -2.68852 1.63032 -4.33100 -0.060 -0.023 0.019
C -3.70655 1.29193 -3.46459 -0.102 0.042 0.074
C -5.15261 1.07938 -3.75637 -0.030 -0.025 -0.068
H -0.58638 4.91699 1.58222 -0.023 0.004 0.029
H 0.18930 3.50352 0.88699 -0.002 0.005 0.010
H -0.29826 3.50915 2.59872 0.007 -0.035 0.018
H -3.38538 4.61882 2.18255 -0.014 0.045 0.051
H -5.88335 3.84467 1.53545 -0.006 0.001 -0.002
H -6.01309 2.14015 1.09237 -0.011 -0.020 0.010
H -5.91928 3.36837 -0.16384 -0.006 0.007 -0.030
H -5.08534 1.25949 -1.05522 -0.029 0.030 0.011
H -0.49481 -2.38527 0.55262 0.062 0.019 0.015
H -1.47909 -3.84202 0.46839 -0.026 -0.001 0.015
H -1.42413 -2.91317 1.96063 0.049 0.014 0.050
H -4.32155 -3.41738 0.54731 -0.024 -0.068 0.013
H -6.56147 -2.17412 -0.35198 0.003 0.008 -0.011
H -6.25464 -0.81902 -1.44650 0.001 -0.008 -0.003
H -6.54780 -0.51875 0.25767 -0.021 0.021 0.025
H 0.41351 2.44347 -3.10041 0.076 -0.004 0.065
H -0.34902 3.20396 -4.48694 -0.006 -0.007 -0.011
H 0.29411 1.57424 -4.64552 0.007 -0.009 0.027
H -2.77527 1.82521 -5.38465 0.003 0.008 -0.075
H -5.35168 1.32016 -4.79812 -0.003 -0.006 -0.013
H -5.78307 1.70525 -3.12908 -0.031 0.042 0.020
H -5.44780 0.04082 -3.59297 0.011 0.077 0.004
C 2.43443 1.33325 -1.66946 -0.039 0.026 -0.081
O 1.31761 0.44275 -1.75284 0.175 -0.030 -0.076
C 1.29023 -0.38441 -2.85637 -0.137 0.071 0.080
C 2.24693 -0.44275 -3.85156 -0.151 -0.051 0.042
C 2.01443 -1.28036 -4.94437 -0.028 0.025 0.042
Br 3.32292 -1.36553 -6.30121 0.024 -0.009 -0.012
C 0.84762 -2.00221 -5.07633 0.022 0.070 0.000
C -0.11854 -1.92868 -4.07170 0.047 0.044 0.027
C 0.14436 -1.17137 -2.94594 0.143 0.077 -0.036
O -0.68991 -1.11402 -1.86474 0.336 -0.016 0.227
C -1.40867 -2.61669 -4.20666 0.055 -0.018 0.010
N -1.58667 -3.78166 -4.74877 -0.050 0.030 0.040
C -2.95431 -4.01315 -4.65630 0.006 -0.026 -0.017
C -3.69985 -5.11205 -5.07988 0.008 0.031 0.011
C -5.06249 -5.07951 -4.87221 -0.027 0.035 0.020
C -5.68429 -3.98271 -4.25232 0.009 -0.026 -0.006
C -4.95928 -2.89148 -3.81661 -0.018 -0.036 0.017
C -3.58701 -2.93443 -4.03050 -0.004 0.075 0.024
N -2.57007 -2.04862 -3.71150 -0.010 -0.186 -0.076
H 2.48326 1.97564 -2.54983 0.009 -0.017 -0.022
H 3.36685 0.77617 -1.57423 0.060 0.021 0.026
H 2.28006 1.94717 -0.78730 -0.010 0.004 -0.044
H 3.14801 0.14641 -3.81158 0.069 0.044 0.010
H 0.65513 -2.61401 -5.94477 0.009 -0.019 -0.029
H -1.33127 -1.84024 -1.86112 -0.146 0.118 -0.007
H -3.21609 -5.95161 -5.55713 0.020 -0.034 -0.020
H -5.67071 -5.91324 -5.19265 -0.024 -0.025 -0.011
H -6.75622 -3.99579 -4.11199 -0.033 -0.008 0.003
H -5.43857 -2.05346 -3.32613 0.018 -0.065 -0.014
H -2.69514 -1.06254 -3.53168 0.005 0.076 0.017
C 2.00703 1.43595 1.94622 0.125 0.035 0.074
C 2.88061 1.27847 3.18275 0.083 0.050 -0.025
As 4.31542 2.65515 3.16285 -0.067 0.000 -0.022
C 5.52008 1.81604 4.44380 -0.043 -0.008 -0.035
C 5.04290 1.04424 5.49691 0.004 -0.016 0.023
C 5.92051 0.51089 6.43186 -0.008 -0.009 0.009
C 7.28127 0.74583 6.32109 0.005 -0.002 0.006
C 7.76412 1.52156 5.27620 -0.002 -0.001 0.005
C 6.88805 2.05808 4.34645 0.007 0.014 -0.024
C 5.18923 2.04775 1.51731 -0.063 0.018 0.034
C 5.73084 0.77183 1.37979 -0.056 -0.026 -0.005
C 6.31719 0.38266 0.18483 0.004 -0.028 0.016
C 6.37717 1.26795 -0.88467 -0.009 0.010 -0.027
C 5.84696 2.54304 -0.75549 -0.015 -0.009 -0.030
C 5.25259 2.92791 0.44098 0.016 0.053 0.015
P 0.69512 0.17643 1.65353 0.044 -0.092 -0.101
C -0.25460 0.07714 3.19792 0.095 0.016 0.047
C -1.61673 0.36387 3.17290 -0.097 -0.006 -0.051
C -2.36273 0.34078 4.34380 0.006 0.005 -0.009
C -1.75643 0.02724 5.54856 -0.017 0.013 -0.008
C -0.39891 -0.26400 5.58579 0.015 0.003 -0.041
C 0.34801 -0.23709 4.42079 -0.065 -0.033 0.033
C 1.73649 -1.33301 1.60551 -0.088 -0.038 0.029
C 2.79274 -1.38121 0.69673 0.017 0.053 -0.078
C 3.58675 -2.51118 0.58536 -0.002 0.025 -0.007
C 3.34029 -3.61610 1.38568 0.005 -0.001 0.001
C 2.30302 -3.57621 2.30393 0.031 -0.029 -0.015
C 1.50823 -2.44564 2.41293 -0.038 0.059 -0.005
H 2.64605 1.37145 1.06376 0.013 0.017 -0.015
H 1.54213 2.42091 1.91995 0.039 -0.043 0.049
H 3.34447 0.28932 3.22145 -0.023 0.010 -0.020
H 2.29690 1.42154 4.09169 0.056 0.088 -0.026
H 3.98229 0.85079 5.60320 -0.009 0.003 0.002
H 5.53779 -0.08767 7.24777 -0.004 -0.014 0.015
H 7.96465 0.32882 7.04769 0.019 -0.009 0.021
H 8.82499 1.71186 5.18734 0.028 0.004 -0.003
H 7.27830 2.66222 3.53490 -0.011 -0.001 -0.005
H 5.70873 0.08097 2.21480 -0.004 -0.011 0.024
H 6.74894 -0.60555 0.09441 0.005 -0.030 -0.007
H 6.85653 0.97025 -1.80800 0.004 -0.008 -0.019
H 5.91478 3.24583 -1.57614 -0.005 0.005 -0.011
H 4.86317 3.93508 0.54668 -0.022 -0.023 -0.004
H -2.10863 0.59826 2.23723 0.046 -0.007 0.008
H -3.41905 0.56745 4.30627 -0.041 0.001 0.009
H -2.33775 0.00404 6.45969 -0.026 0.005 0.029
H 0.07756 -0.51608 6.52266 0.016 -0.004 0.042
H 1.40075 -0.47563 4.46258 0.001 -0.080 -0.002
H 3.02279 -0.52793 0.07236 -0.046 -0.024 0.013
H 4.39929 -2.52354 -0.12898 0.020 -0.002 -0.009
H 3.95583 -4.50020 1.29751 0.023 -0.027 0.002
H 2.10897 -4.42792 2.94139 -0.005 -0.022 0.016
H 0.70718 -2.43708 3.13669 -0.078 0.000 0.019
```
Positions in Å, forces in eV/Å.

The value obtained for the orbital gap (alpha / beta) is 8.6810 / 8.2976 eV. The value obtained for the max |F| is 0.00926 hartree/bohr. The net charge is +1. The total energy comes out at -249209.9082 eV. As for the spin multiplicity: 5. As for the expectation value of S²: 6.009.

***

[2]
DFT (ωB97M-V/def2-TZVPD) results for a structure of composition C18H20NO6P2Rh.

Structure (XYZ):
```
48
Properties=species:S:1:pos:R:3:forces:R:3
Rh -0.07267 0.73366 1.10411 0.051 -0.095 0.159
O 3.98862 1.41262 -0.98041 -0.006 -0.005 0.004
C 3.01745 1.43733 -0.22660 0.002 0.009 0.003
O 2.81792 0.80091 0.84280 0.015 -0.005 -0.017
C 1.88035 2.38565 -0.63487 0.011 -0.004 -0.009
C 2.15391 3.44502 -1.49236 0.002 -0.005 -0.003
C 1.17899 4.38511 -1.76126 -0.009 -0.005 0.016
C -0.05402 4.26879 -1.13361 0.024 -0.002 -0.009
C -0.26899 3.19309 -0.30133 -0.016 0.012 -0.006
N 0.66315 2.24117 -0.10093 -0.064 0.055 -0.017
C -1.54360 3.07633 0.51972 0.014 -0.005 0.027
O -2.51050 3.75568 0.22680 -0.002 -0.004 -0.016
O -1.45735 2.23890 1.49725 0.021 0.025 -0.010
H 3.14935 3.49184 -1.90932 0.000 0.002 -0.001
H 1.38310 5.21599 -2.42403 -0.001 -0.002 -0.003
H -0.85143 4.98842 -1.25128 0.000 0.001 0.002
C -3.20469 0.18266 0.23223 -0.027 -0.005 -0.020
P -1.51502 -0.10576 -0.31951 0.009 0.008 -0.065
C -1.44430 0.44790 -2.03923 -0.002 0.013 0.001
C -1.25748 -1.89632 -0.28854 0.000 0.012 0.007
C -2.23061 -2.80120 -0.70462 0.000 -0.008 -0.005
C -1.99694 -4.16148 -0.59404 -0.005 0.003 0.000
C -0.79464 -4.61579 -0.06651 0.002 -0.002 0.002
C 0.17894 -3.71414 0.33406 0.004 -0.001 0.002
C -0.04317 -2.34471 0.22900 0.005 0.003 -0.002
P 1.23226 -1.06151 0.59365 -0.023 -0.046 -0.015
C 2.21948 -1.27639 -0.91971 0.033 0.017 0.019
C 2.18100 -1.75569 1.96420 -0.006 -0.012 -0.001
H -3.90800 -0.37051 -0.39154 0.009 -0.004 0.005
H -3.42893 1.24810 0.18659 0.010 0.007 0.002
H -3.27887 -0.14671 1.26794 -0.002 0.008 0.002
H -2.15727 -0.11290 -2.64461 -0.003 0.000 0.001
H -0.43910 0.30375 -2.43433 -0.001 -0.003 -0.001
H -1.69350 1.50942 -2.08053 -0.006 -0.002 -0.008
H -3.17585 -2.45216 -1.10248 0.002 0.003 -0.001
H -2.75429 -4.86693 -0.90873 0.002 -0.003 0.000
H -0.61633 -5.67879 0.03117 -0.001 0.000 0.000
H 1.11496 -4.08375 0.73527 -0.001 0.000 -0.001
H 2.20607 -2.33156 -1.19325 -0.024 0.000 -0.003
H 3.23935 -0.93373 -0.76560 0.001 0.014 -0.001
H 1.78608 -0.69723 -1.73661 -0.001 -0.006 -0.007
H 2.77839 -2.59817 1.61370 0.002 0.000 0.009
H 1.49385 -2.09277 2.73919 0.001 -0.006 0.000
H 2.83598 -0.97717 2.34469 -0.003 0.005 -0.011
O 0.70188 0.90071 3.29120 0.053 0.124 -0.069
C -0.19119 0.08434 3.52831 -0.049 -0.026 0.054
O -0.87576 -0.44176 2.57437 -0.028 -0.048 -0.021
H -0.43656 -0.23025 4.54959 0.005 -0.014 0.004
```
Positions in Å, forces in eV/Å.

The value obtained for the orbital gap is 8.6838 eV. The value obtained for the max |F| is 0.00374 hartree/bohr. The total energy comes out at -54354.9366 eV.

***

[3]
DFT (ωB97M-V/def2-TZVPD) results for the ion C4H8ClN2 with charge +1 at a distorted geometry.

Structure (XYZ):
```
15
Properties=species:S:1:pos:R:3:forces:R:3
C -0.59140 0.29731 -0.05134 0.257 -0.476 -2.068
C 1.81541 -0.34366 0.08809 -0.151 2.834 -0.577
C -1.14825 0.53798 1.26061 -1.958 -0.547 2.651
C -1.53141 0.47483 -1.29545 2.364 1.949 -0.505
N 0.60209 -0.11673 -0.32847 -1.076 0.218 0.406
N 2.37694 -1.48954 0.03901 -0.411 -4.080 0.035
Cl 2.90411 0.95540 0.29926 -0.138 0.474 0.375
H -0.61409 0.25999 2.23870 -0.330 0.281 -1.879
H -2.14086 -0.03737 1.22981 1.255 0.580 0.300
H -1.52960 1.57331 1.38557 0.435 -0.354 -0.370
H -2.53966 0.12243 -1.34493 -0.378 -0.907 0.741
H -0.91670 0.11897 -2.14720 -0.739 0.101 0.350
H -1.69536 1.58662 -1.49551 0.554 -1.108 0.507
H 1.65648 -2.22251 -0.23667 1.952 0.584 0.638
H 3.35232 -1.71704 0.35852 -1.637 0.450 -0.605
```
Positions in Å, forces in eV/Å.

As for the SMILES: CC(C)=NC(=[NH2+])Cl. The value obtained for the orbital gap is 10.8598 eV. The value obtained for the max |F| is 0.07974 hartree/bohr. The net charge is +1. The total energy comes out at -19772.8594 eV.